Density functional theory data (ωB97M-V with the def2-TZVPD basis set) for a 3-piece molecular cluster, C18H23BFN2O12PSSi overall.

The LUMO energy comes out at -1.737 eV. The structure (SMILES) is CCCN[Si@@](CB(O)O)([PH2]=S)C(=O)NC(=O)F.O=C1C=C(O)C(=O)C=C1O.O=C1C=C(O)C(=O)C=C1O. The molecular weight comes out at 580.3 g/mol. The gap between HOMO and LUMO is 0.24940 Ha.

Each atom is followed by the atoms it is bonded to, with distances in Å.
CARTESIAN COORDINATES (ANGSTROEM)
1 C 2.6644 2.5574 1.6745  C2 1.530, H18 1.093, H19 1.092, H20 1.091
2 C 1.6318 3.6247 2.0446  C1 1.530, C3 1.521, H21 1.096, H22 1.094
3 C 0.2999 3.3845 1.3495  C2 1.521, N4 1.479, H23 1.095, H24 1.097
4 N -0.2222 2.0321 1.6406  C3 1.479, Si5 1.726, H25 1.015
5 Si -1.8682 1.6357 1.3068  N4 1.726, C6 1.847, P10 2.277, C12 1.928
6 C -2.7008 2.7164 0.0620  Si5 1.847, B7 1.588, H26 1.096, H27 1.094
7 B -3.9768 3.4240 0.6891  C6 1.588, O8 1.375, O9 1.367
8 O -3.8645 4.5921 1.4050  B7 1.375, H28 0.960
9 O -5.2212 2.8731 0.5608  B7 1.367, H29 0.963
10 P -1.9347 -0.4945 0.5065  Si5 2.277, S11 1.967, H30 1.405, H31 1.404
11 S -3.4261 -0.8349 -0.7304  P10 1.967
12 C -2.9706 1.5596 2.8870  Si5 1.928, O13 1.201, N14 1.422
13 O -3.9649 0.8866 2.8864  C12 1.201
14 N -2.6312 2.4502 3.9430  C12 1.422, C15 1.429, H32 1.015
15 C -3.5887 2.7234 4.9678  N14 1.429, O16 1.173, F17 1.345
16 O -3.9120 3.7915 5.3282  C15 1.173
17 F -4.0682 1.5990 5.5294  C15 1.345
18 H 2.5751 2.3319 0.6090  C1 1.093
19 H 2.4988 1.6262 2.2197  C1 1.092
20 H 3.6797 2.9034 1.8725  C1 1.091
21 H 1.4880 3.6893 3.1296  C2 1.096
22 H 1.9954 4.6025 1.7160  C2 1.094
23 H 0.4786 3.4399 0.2703  C3 1.095
24 H -0.4167 4.1727 1.6117  C3 1.097
25 H 0.0695 1.7602 2.5742  N4 1.015
26 H -3.0483 2.0600 -0.7446  C6 1.096
27 H -1.9919 3.4338 -0.3630  C6 1.094
28 H -3.2014 5.1933 1.0576  O8 0.960
29 H -5.3282 1.9650 0.8619  O9 0.963
30 H -1.8990 -1.3308 1.6352  P10 1.405
31 H -0.6679 -0.6958 -0.0634  P10 1.404
32 H -1.7270 2.2293 4.3475  N14 1.015
33 O 6.2246 -1.0442 -4.4072  C34 1.217
34 C 5.3626 -0.6470 -3.6447  O33 1.217, C35 1.446, C41 1.518
35 C 4.6216 -1.4811 -2.7253  C34 1.446, C36 1.341, H43 1.081
36 C 3.6891 -0.9109 -1.9490  C35 1.341, O37 1.323, C38 1.516
37 O 2.9498 -1.5693 -1.0712  C36 1.323, H44 0.979
38 C 3.3832 0.5730 -2.0035  C36 1.516, O39 1.220, C40 1.443
39 O 2.5026 0.9650 -1.2553  C38 1.220
40 C 4.1329 1.4104 -2.9077  C38 1.443, C41 1.342, H45 1.081
41 C 5.0684 0.8414 -3.6837  C34 1.518, C40 1.342, O42 1.320
42 O 5.8157 1.5028 -4.5482  C41 1.320, H46 0.979
43 H 4.8437 -2.5382 -2.6945  C35 1.081
44 H 2.3613 -0.9033 -0.6602  O37 0.979
45 H 3.9165 2.4689 -2.9328  C40 1.081
46 H 6.3964 0.8367 -4.9704  O42 0.979
47 O -0.4178 -3.4451 0.3912  C48 1.224
48 C -0.8192 -4.3071 -0.3797  O47 1.224, C49 1.440, C55 1.516
49 C -2.0473 -4.2312 -1.1275  C48 1.440, C50 1.342, H57 1.084
50 C -2.3624 -5.2517 -1.9409  C49 1.342, O51 1.321, C52 1.517
51 O -3.4565 -5.2975 -2.6806  C50 1.321, H58 0.979
52 C -1.4816 -6.4770 -2.0914  C50 1.517, O53 1.218, C54 1.447
53 O -1.8804 -7.3445 -2.8473  C52 1.218
54 C -0.2431 -6.5427 -1.3453  C52 1.447, C55 1.340, H59 1.081
55 C 0.0745 -5.5211 -0.5386  C48 1.516, C54 1.340, O56 1.324
56 O 1.1792 -5.4647 0.1892  C55 1.324, H60 0.979
57 H -2.6615 -3.3461 -1.0071  C49 1.084
58 H -3.4255 -6.1500 -3.1599  O51 0.979
59 H 0.3861 -7.4131 -1.4652  C54 1.081
60 H 1.1367 -4.6143 0.6716  O56 0.979

Here are the natural (NBO) charges for atoms 1 to 6, given in e: -0.620, -0.404, -0.202, -1.079, 1.478, -1.305

Density functional theory data (ωB97M-V with the def2-TZVPD basis set) for a 6-piece molecular cluster, C18H23BrCl10F7N3O2S overall at a distorted geometry.

The LUMO energy comes out at -0.911 eV. The structure (SMILES) is [H]/N=C(\C)C[C@@](C#N)([C@H](Br)CC)[C@H](C#N)S(=O)(=O)C(F)(F)C(F)(F)C(F)(F)F.ClCCl.ClCCl.ClCCl.ClCCl.ClCCl. The molecular weight comes out at 912.9 g/mol. The gap between HOMO and LUMO is 0.35074 Ha.

Each atom is followed by the atoms it is bonded to, with distances in Å.
CARTESIAN COORDINATES (ANGSTROEM)
1 H 0.6059 -0.4160 3.2407  N2 1.046
2 N -0.2074 -0.4459 2.5840  H1 1.046, C3 1.340
3 C -0.5644 0.8190 2.3239  N2 1.340, C4 1.635, C5 1.574
4 C 0.3098 1.9474 3.1209  C3 1.635, H29 1.165, H30 1.145, H31 1.144
5 C -1.7912 1.0828 1.3736  C3 1.574, C6 1.626, H32 1.163, H33 1.154
6 C -1.5499 0.9524 -0.2287  C5 1.626, C7 1.642, C9 1.607, C13 1.577
7 C -3.1065 0.8127 -0.7334  C6 1.642, N8 1.218
8 N -4.1820 0.6029 -1.2640  C7 1.218
9 C -1.1309 2.4078 -0.7653  C6 1.607, Br10 2.027, C11 1.600, H34 1.165
10 Br -1.7167 2.7574 -2.6736  C9 2.027
11 C 0.3575 2.9054 -0.4533  C9 1.600, C12 1.646, H35 1.141, H36 1.145
12 C 0.5020 4.3859 -1.1573  C11 1.646, H37 1.154, H38 1.150, H39 1.150
13 C -0.7614 -0.3205 -0.7222  C6 1.577, C14 1.629, S16 1.846, H40 1.169
14 C 0.8287 -0.3628 -0.3724  C13 1.629, N15 1.206
15 N 1.9669 -0.1157 -0.0584  C14 1.206
16 S -0.8494 -0.8695 -2.4824  C13 1.846, O17 1.503, O18 1.537, C19 1.871
17 O -2.2111 -0.9786 -3.1084  S16 1.503
18 O -0.3482 -2.3216 -2.4394  S16 1.537
19 C 0.2818 0.0069 -3.6877  S16 1.871, F20 1.427, F21 1.452, C22 1.622
20 F 1.0470 1.0771 -3.1351  C19 1.427
21 F -0.5871 0.4865 -4.7473  C19 1.452
22 C 1.3471 -0.9586 -4.4382  C19 1.622, F23 1.449, F24 1.448, C25 1.611
23 F 2.2656 -1.5160 -3.4662  C22 1.449
24 F 0.6619 -1.9996 -5.1747  C22 1.448
25 C 2.2890 -0.2235 -5.5181  C22 1.611, F26 1.408, F27 1.448, F28 1.444
26 F 1.9665 1.1098 -5.8372  C25 1.408
27 F 2.2410 -0.9642 -6.7609  C25 1.448
28 F 3.6769 -0.2757 -5.1240  C25 1.444
29 H -0.2963 2.9418 3.0818  C4 1.165
30 H 0.3875 1.6766 4.2307  C4 1.145
31 H 1.3098 2.1412 2.5998  C4 1.144
32 H -2.6059 0.2906 1.6214  C5 1.163
33 H -2.2688 2.0947 1.6562  C5 1.154
34 H -1.8143 3.1457 -0.1764  C9 1.165
35 H 1.2039 2.2832 -0.8993  C11 1.141
36 H 0.6022 3.0810 0.6510  C11 1.145
37 H 0.8522 4.1698 -2.2353  C12 1.154
38 H -0.5091 4.9339 -1.1407  C12 1.150
39 H 1.3470 4.9711 -0.6422  C12 1.150
40 H -1.1772 -1.2229 -0.1064  C13 1.169
41 Cl -2.7837 -0.5000 4.4465  C42 1.769
42 C -4.5248 -0.2292 4.2958  Cl41 1.769, Cl43 1.768, H44 1.090, H45 1.090
43 Cl -4.8917 0.8153 2.9171  C42 1.768
44 H -5.0211 -1.1891 4.1552  C42 1.090
45 H -4.8904 0.2449 5.2061  C42 1.090
46 Cl 1.8210 -5.4330 -5.6071  C47 1.768
47 C 1.5123 -4.5896 -7.1296  Cl46 1.768, Cl48 1.768, H49 1.089, H50 1.089
48 Cl 0.7176 -5.6510 -8.2989  C47 1.768
49 H 0.8689 -3.7325 -6.9351  C47 1.089
50 H 2.4609 -4.2518 -7.5457  C47 1.089
51 Cl -0.2730 -1.6429 5.4771  C52 1.768
52 C 1.4241 -1.6821 5.9718  Cl51 1.768, Cl53 1.768, H54 1.090, H55 1.090
53 Cl 2.2786 -0.2280 5.4406  C52 1.768
54 H 1.4749 -1.7456 7.0583  C52 1.090
55 H 1.9020 -2.5553 5.5286  C52 1.090
56 Cl -3.5163 -2.8821 0.6852  C57 1.770
57 C -3.7823 -3.3060 -1.0123  Cl56 1.770, Cl58 1.767, H59 1.090, H60 1.090
58 Cl -5.2724 -4.2351 -1.2118  C57 1.767
59 H -3.8544 -2.3900 -1.5989  C57 1.090
60 H -2.9420 -3.9040 -1.3636  C57 1.090
61 Cl 5.3772 1.9183 8.1509  C62 1.768
62 C 5.9200 1.7542 6.4768  Cl61 1.768, Cl63 1.768, H64 1.089, H65 1.090
63 Cl 4.6356 2.1893 5.3431  C62 1.768
64 H 6.7728 2.4126 6.3150  C62 1.089
65 H 6.2133 0.7201 6.2994  C62 1.090

Here are the natural (NBO) charges for atoms 1 to 6, given in e: 0.351, -0.629, 0.302, -0.707, -0.495, -0.102